[1]
A single C22H17ClF4N6 molecule at a distorted geometry. Source: the Open Molecules 2025 dataset; level of theory: ωB97M-V/def2-TZVPD.

The geometry in ORCA input format:
```
! wB97M-V def2-TZVPD RIJCOSX def2/J DEFGRID3
* xyz 0 1
C 3.828 2.373 1.061
N 2.664 1.720 0.494
N 2.464 1.451 -0.814
N 1.381 0.792 -0.909
C 0.960 0.643 0.399
N -0.083 -0.088 0.913
C -0.751 -1.131 0.104
C 0.344 -2.133 -0.408
C 1.297 -2.640 0.673
C 2.621 -2.171 0.727
C 3.484 -2.557 1.818
C 3.046 -3.416 2.824
C 1.714 -3.846 2.750
C 0.866 -3.465 1.687
C -1.463 -0.418 -1.036
C -1.424 -0.919 -2.339
C -2.122 -0.301 -3.379
F -2.090 -0.852 -4.613
C -2.873 0.826 -3.125
C -2.787 1.466 -1.870
C -3.573 2.767 -1.712
F -2.909 3.557 -0.791
F -3.713 3.503 -2.835
F -4.766 2.497 -1.144
C -2.081 0.850 -0.824
C -1.886 -1.940 0.850
C -2.374 -1.474 2.074
C -3.407 -2.162 2.723
C -3.894 -3.353 2.160
Cl -5.166 -4.188 2.973
C -3.368 -3.746 0.910
N -2.388 -3.069 0.296
N 1.733 1.166 1.298
H 3.885 2.260 2.159
H 3.766 3.403 0.752
H 4.759 1.992 0.598
H 0.116 -0.304 1.898
H -0.125 -3.044 -0.843
H 0.911 -1.716 -1.232
H 2.994 -1.525 -0.059
H 4.502 -2.171 1.904
H 3.695 -3.607 3.697
H 1.343 -4.550 3.493
H -0.186 -3.811 1.704
H -0.877 -1.840 -2.571
H -3.427 1.236 -3.982
H -2.100 1.308 0.133
H -2.002 -0.584 2.561
H -3.785 -1.853 3.687
H -3.737 -4.647 0.482
*
```

Results
E, eV: -55422.007
SMILES: Cn1nnc(N[C@](Cc2ccccc2)(c2cc(F)cc(C(F)(F)F)c2)c2ccc(Cl)cn2)n1
Kohn-Sham gap, Ha: 0.3328

***

[2]
2 unconnected molecules or ions with the total composition C22H17ClNO5S at a distorted geometry. Source: the Open Molecules 2025 dataset; level of theory: ωB97M-V/def2-TZVPD.

The geometry in ORCA input format:
```
! wB97M-V def2-TZVPD RIJCOSX def2/J DEFGRID3
* xyz -1 1
O -1.536 -6.949 -0.942
N -0.898 -6.623 0.087
O -0.856 -7.348 1.108
C -0.239 -5.349 0.132
C 0.335 -4.876 1.330
C 0.747 -3.566 1.429
C 0.582 -2.641 0.361
C 1.001 -1.224 0.480
C 1.715 -0.653 -0.532
C 2.722 0.439 -0.482
C 3.586 0.769 -1.705
C 3.796 -0.137 -2.763
C 4.638 0.187 -3.845
C 5.327 1.405 -3.865
C 5.180 2.287 -2.786
C 4.321 1.973 -1.726
O 2.814 1.139 0.534
C 0.081 -3.171 -0.858
C -0.357 -4.475 -0.967
H 0.444 -5.594 2.146
H 1.161 -3.212 2.374
H 0.888 -0.719 1.445
H 1.392 -0.893 -1.563
H 3.290 -1.110 -2.752
H 4.742 -0.508 -4.686
H 5.961 1.658 -4.718
H 5.722 3.228 -2.797
H 4.222 2.684 -0.913
H -0.069 -2.506 -1.709
H -0.781 -4.865 -1.894
Cl -1.884 -0.273 -0.161
C -1.648 0.496 1.348
S -1.542 2.286 1.369
C -3.176 3.105 1.790
C -3.973 3.546 0.724
C -5.176 4.218 0.974
C -5.609 4.420 2.286
C -4.842 3.940 3.351
C -3.632 3.273 3.112
O -0.657 2.691 2.440
O -1.301 2.818 0.042
H -2.307 0.197 2.183
H -3.655 3.392 -0.308
H -5.760 4.590 0.133
H -6.540 4.954 2.473
H -5.184 4.103 4.372
H -3.042 2.899 3.950
*
```

Results
E, eV: -58170.794
Kohn-Sham gap, Ha: 0.1638

***

[3]
A molecular structure, C22H17EuN6O2 at a distorted geometry. Source: the Open Molecules 2025 dataset; level of theory: ωB97M-V/def2-TZVPD.

The geometry in ORCA input format:
```
! wB97M-V def2-TZVPD RIJCOSX def2/J DEFGRID3
* xyz 0 7
Eu -0.169 0.184 0.224
O -0.846 -0.935 2.323
C -0.156 -1.438 3.292
C -0.611 -2.599 3.963
C 0.242 -3.340 4.743
C 1.451 -2.814 5.155
C 1.875 -1.602 4.665
C 1.135 -0.895 3.708
C 1.692 0.273 3.144
N 1.304 0.797 2.005
C 1.985 2.064 1.660
C 2.248 2.259 0.170
N 1.084 1.967 -0.654
C 1.129 2.592 -1.815
C 0.297 2.309 -2.921
C 0.109 3.293 -3.880
C -0.868 3.151 -4.854
C -1.634 2.003 -4.919
C -1.400 0.964 -4.082
C -0.380 1.024 -3.073
O -0.196 -0.016 -2.335
H -1.626 -2.958 3.728
H -0.037 -4.354 5.079
H 2.117 -3.443 5.766
H 2.844 -1.203 4.959
H 2.560 0.691 3.652
H 2.981 2.035 2.163
H 1.384 2.876 2.109
H 3.120 1.637 -0.114
H 2.493 3.350 0.050
H 1.856 3.404 -1.924
H 0.684 4.233 -3.833
H -1.056 3.950 -5.557
H -2.459 1.900 -5.661
H -1.957 0.009 -4.118
N 2.443 -2.027 -0.296
C 1.609 -2.676 -0.833
C 0.513 -3.309 -1.396
C 0.747 -4.142 -2.487
N 0.902 -4.849 -3.370
C -0.800 -3.000 -1.037
N -1.857 -2.593 -0.714
C -4.540 -0.038 -0.594
C -3.351 0.736 -0.154
N -2.370 1.302 0.112
H -5.439 0.174 0.037
H -4.296 -1.087 -0.438
H -4.754 0.141 -1.649
*
```

Results
E, eV: -55453.176
Kohn-Sham gap (alpha / beta), Ha: 0.1867 / 0.2477
Expectation value of S²: 12.013

***

[4]
A molecular structure, C22H17F2N7O2S5W at a distorted geometry. Source: the Open Molecules 2025 dataset; level of theory: ωB97M-V/def2-TZVPD.

The geometry in ORCA input format:
```
! wB97M-V def2-TZVPD RIJCOSX def2/J DEFGRID3
* xyz 0 3
W 0.656 -0.887 -0.199
S 1.144 -2.806 -1.478
C 2.117 -2.220 -2.809
C 2.352 -3.055 -3.901
C 3.157 -2.639 -4.945
C 3.376 -3.514 -6.064
N 3.553 -4.214 -6.957
C 3.746 -1.362 -4.899
C 3.507 -0.530 -3.822
C 2.681 -0.939 -2.771
S 2.405 0.139 -1.428
C 4.603 -0.910 -5.961
N 5.292 -0.533 -6.799
H 1.901 -4.037 -3.932
H 3.964 0.449 -3.790
C 1.231 -3.632 3.203
N 0.948 -2.317 3.756
C 0.208 -2.044 4.890
C 0.150 -0.701 5.013
N 0.865 -0.177 3.959
C 1.337 -1.164 3.183
S 2.307 -1.000 1.778
H 0.717 -4.375 3.805
H 2.303 -3.821 3.214
H 0.879 -3.676 2.173
H -0.203 -2.826 5.502
H -0.327 -0.080 5.747
H 0.914 0.814 3.702
F -1.610 0.714 -1.494
C -0.921 -0.478 -1.662
F -1.901 -1.467 -1.591
H -0.597 -0.469 -2.709
N -4.240 5.471 -1.081
C -3.253 4.695 -0.520
C -2.166 4.267 -1.293
C -1.159 3.518 -0.729
C -1.221 3.187 0.622
C -2.287 3.612 1.406
C -3.297 4.362 0.838
S 0.042 2.203 1.302
O 1.276 2.485 0.643
O -0.056 2.300 2.747
N -0.307 0.655 0.914
C -1.231 -0.116 1.536
S -2.528 0.256 2.605
C -2.928 -1.431 2.655
C -2.087 -2.144 1.879
N -1.124 -1.400 1.244
H -4.313 5.486 -2.083
H -5.111 5.557 -0.588
H -2.121 4.530 -2.342
H -0.321 3.183 -1.325
H -2.307 3.373 2.460
H -4.125 4.706 1.446
H -3.758 -1.787 3.240
H -2.134 -3.209 1.712
*
```

Results
E, eV: -99053.590
Kohn-Sham gap (alpha / beta), Ha: 0.2340 / 0.2823
Expectation value of S²: 2.031

***

[5]
A molecular structure, C22H17F3N3OPbS3 at a distorted geometry. Source: the Open Molecules 2025 dataset; level of theory: ωB97M-V/def2-TZVPD.

The geometry in ORCA input format:
```
! wB97M-V def2-TZVPD RIJCOSX def2/J DEFGRID3
* xyz 1 1
Pb -1.132 -1.335 -1.525
C 1.132 -4.180 1.582
C 1.014 -3.216 0.442
N 0.141 -2.256 0.475
N -0.479 -2.092 1.684
C -1.612 -1.536 1.744
S -2.725 -0.991 0.536
S -2.470 -1.252 3.262
C -1.634 0.269 3.898
C -2.030 1.493 3.128
C -3.205 2.170 3.438
C -3.605 3.261 2.683
C -2.838 3.680 1.604
C -1.656 3.021 1.303
C -1.255 1.932 2.061
C 1.909 -3.342 -0.700
C 3.229 -3.732 -0.471
C 4.160 -3.758 -1.492
C 3.780 -3.412 -2.786
C 2.481 -3.045 -3.049
C 1.500 -3.035 -2.033
O 0.250 -2.856 -2.382
H 0.138 -4.503 1.886
H 1.581 -3.697 2.453
H 1.720 -5.048 1.303
H -0.563 0.077 3.870
H -1.979 0.316 4.929
H -3.807 1.840 4.277
H -4.517 3.784 2.937
H -3.156 4.522 1.004
H -1.043 3.358 0.476
H -0.323 1.429 1.832
H 3.554 -3.976 0.532
H 5.184 -4.032 -1.281
H 4.509 -3.426 -3.585
H 2.147 -2.816 -4.053
F -0.621 3.150 -4.824
C -0.843 3.652 -3.600
F -0.388 4.912 -3.587
F -2.173 3.700 -3.414
C -0.169 2.824 -2.535
C 0.796 3.378 -1.716
C 1.411 2.595 -0.743
C 1.022 1.281 -0.629
N 0.083 0.746 -1.412
C -0.523 1.472 -2.369
S -1.700 0.646 -3.320
H 1.069 4.417 -1.840
H 2.171 3.001 -0.092
H 1.464 0.610 0.099
*
```

Results
E, eV: -75506.457
Kohn-Sham gap (alpha / beta), Ha: 0.1771 / 0.1771

***

> Look up the E of the first one.

-55422.007 eV

***

> The highest E belongs to which entry?

C22H17ClF4N6

***

> Among the records above, which one has the lowest E?

C22H17F2N7O2S5W

***

Please write out number 2 again, unchanged.
2 unconnected molecules or ions with the total composition C22H17ClNO5S at a distorted geometry. Source: the Open Molecules 2025 dataset; level of theory: ωB97M-V/def2-TZVPD.

The geometry in ORCA input format:
```
! wB97M-V def2-TZVPD RIJCOSX def2/J DEFGRID3
* xyz -1 1
O -1.536 -6.949 -0.942
N -0.898 -6.623 0.087
O -0.856 -7.348 1.108
C -0.239 -5.349 0.132
C 0.335 -4.876 1.330
C 0.747 -3.566 1.429
C 0.582 -2.641 0.361
C 1.001 -1.224 0.480
C 1.715 -0.653 -0.532
C 2.722 0.439 -0.482
C 3.586 0.769 -1.705
C 3.796 -0.137 -2.763
C 4.638 0.187 -3.845
C 5.327 1.405 -3.865
C 5.180 2.287 -2.786
C 4.321 1.973 -1.726
O 2.814 1.139 0.534
C 0.081 -3.171 -0.858
C -0.357 -4.475 -0.967
H 0.444 -5.594 2.146
H 1.161 -3.212 2.374
H 0.888 -0.719 1.445
H 1.392 -0.893 -1.563
H 3.290 -1.110 -2.752
H 4.742 -0.508 -4.686
H 5.961 1.658 -4.718
H 5.722 3.228 -2.797
H 4.222 2.684 -0.913
H -0.069 -2.506 -1.709
H -0.781 -4.865 -1.894
Cl -1.884 -0.273 -0.161
C -1.648 0.496 1.348
S -1.542 2.286 1.369
C -3.176 3.105 1.790
C -3.973 3.546 0.724
C -5.176 4.218 0.974
C -5.609 4.420 2.286
C -4.842 3.940 3.351
C -3.632 3.273 3.112
O -0.657 2.691 2.440
O -1.301 2.818 0.042
H -2.307 0.197 2.183
H -3.655 3.392 -0.308
H -5.760 4.590 0.133
H -6.540 4.954 2.473
H -5.184 4.103 4.372
H -3.042 2.899 3.950
*
```

Results
E, eV: -58170.794
Kohn-Sham gap, Ha: 0.1638